Formula: C36H33BaN5O8S
Source: the Open Molecules 2025 dataset
Level of theory: ωB97M-V/def2-TZVPD

Each line ends with the Mulliken charge.
CARTESIAN COORDINATES (ANGSTROEM)
Ba: 0.492 0.002 -0.288  3.39
O: -3.513 -1.117 0.165  -0.83
C: -2.345 -1.053 0.560  0.06
O: -1.288 -1.323 -0.115  -0.79
C: -2.107 -0.631 2.029  0.10
C: -0.771 -1.128 2.631  1.05
C: -0.808 -0.988 4.155  -0.89
C: -0.625 0.550 4.341  -1.03
C: -0.563 1.023 2.887  0.07
O: 0.160 -0.063 2.265  -0.67
C: -1.973 0.938 2.239  0.30
C: -2.020 1.817 0.974  -0.48
O: -2.729 2.834 0.987  -0.87
O: -1.233 1.448 0.032  -0.74
H: -2.952 -1.018 2.590  0.39
H: -0.427 -2.088 2.252  -0.53
H: -1.751 -1.356 4.559  0.39
H: 0.003 -1.553 4.611  0.37
H: -1.448 1.022 4.881  0.36
H: 0.308 0.780 4.857  0.32
H: -0.052 1.968 2.716  0.62
H: -2.727 1.327 2.915  0.41
O: 2.297 -1.509 -1.079  -0.64
S: 3.365 -0.695 -0.504  1.57
O: 3.967 -1.160 0.719  -0.89
N: 2.815 0.762 -0.469  0.30
C: 3.528 1.903 -0.108  -0.20
C: 4.886 2.021 0.102  -0.55
C: 5.476 3.279 0.392  -0.94
C: 4.737 4.419 0.479  -0.90
C: 3.329 4.342 0.288  1.06
C: 2.467 5.463 0.376  -0.62
C: 1.127 5.314 0.195  -0.96
C: 0.606 4.021 -0.074  -0.40
N: 1.372 2.967 -0.167  0.21
C: 2.726 3.104 0.003  -0.31
C: 4.658 -0.745 -1.729  -0.60
C: 4.403 -0.222 -2.991  -0.21
C: 5.396 -0.274 -3.960  -0.60
C: 6.629 -0.842 -3.663  -0.42
C: 6.875 -1.350 -2.401  -0.67
C: 5.884 -1.302 -1.421  -0.02
H: 5.514 1.140 0.060  0.41
H: 6.548 3.327 0.548  0.36
H: 5.199 5.376 0.700  0.35
H: 2.893 6.436 0.599  0.36
H: 0.454 6.159 0.266  0.40
H: -0.465 3.844 -0.188  0.52
H: 3.435 0.232 -3.187  0.24
H: 5.214 0.132 -4.948  0.40
H: 7.402 -0.884 -4.422  0.36
H: 7.839 -1.788 -2.171  0.36
H: 6.048 -1.689 -0.422  0.51
N: 0.377 0.492 -2.742  -0.99
C: 0.385 0.090 -3.827  0.22
N: 0.346 -0.432 -5.052  0.20
C: -0.799 -1.234 -5.488  -0.53
C: -1.058 -0.905 -6.935  -0.59
O: 0.113 -1.113 -7.723  -0.38
C: 1.200 -0.306 -7.287  -0.73
C: 1.555 -0.602 -5.851  -0.24
H: -1.658 -1.004 -4.862  0.43
H: -0.565 -2.297 -5.385  0.28
H: -1.384 0.137 -7.023  0.33
H: -1.827 -1.556 -7.344  0.35
H: 0.941 0.754 -7.387  0.35
H: 2.040 -0.532 -7.940  0.36
H: 2.325 0.076 -5.489  0.24
H: 1.922 -1.628 -5.761  0.24
C: 0.126 -4.279 -0.042  -1.12
C: 0.348 -4.604 1.259  0.92
C: 1.658 -4.465 1.914  -0.50
C: 1.872 -4.822 3.209  -0.54
C: 0.841 -5.359 4.036  0.31
C: -0.451 -5.467 3.445  -0.49
C: -0.699 -5.113 2.153  -0.65
C: 1.090 -5.776 5.376  0.13
N: 1.295 -6.118 6.468  -0.74
H: -0.868 -4.327 -0.475  0.16
H: 0.919 -3.854 -0.652  0.24
H: 2.470 -4.036 1.335  0.23
H: 2.861 -4.692 3.640  0.37
H: -1.265 -5.841 4.058  0.36
H: -1.707 -5.199 1.756  0.29

Output
Net charge ... -2
HOMO ... -0.1 eV
Relative energy (zero: lowest compared OMol25 entry of this formula, charge and spin) ... 3.674 eV
Orbital gap ... 3.46 eV
Total energy ... -73228.8470 eV
Lowest unoccupied orbital energy ... 0.1220 hartree

---

Formula: C36H33BrFInN7O6
Source: the Open Molecules 2025 dataset
Level of theory: ωB97M-V/def2-TZVPD

Each line ends with the Mulliken charge.
CARTESIAN COORDINATES (ANGSTROEM)
In: 0.811 1.123 2.402  2.10
C: 0.354 1.771 6.753  -1.63
C: 0.554 1.937 5.281  0.62
N: 1.166 1.076 4.556  0.74
N: 1.738 -0.038 4.952  -1.47
C: 2.366 -0.680 3.964  0.62
O: 2.507 -0.250 2.779  -0.96
C: 2.940 -1.995 4.312  0.49
C: 3.755 -2.648 3.388  -0.40
C: 4.265 -3.902 3.673  -0.67
C: 3.956 -4.521 4.875  -0.35
C: 3.146 -3.875 5.799  -0.72
C: 2.638 -2.618 5.521  -0.28
C: 0.117 3.153 4.584  0.96
C: -0.774 4.067 5.138  -0.75
C: -1.065 5.228 4.444  -0.40
C: -0.443 5.462 3.228  -0.70
C: 0.405 4.487 2.728  -0.25
N: 0.673 3.372 3.385  -0.26
H: 0.857 0.860 7.067  0.36
H: 0.750 2.627 7.299  0.40
H: -0.708 1.681 6.983  0.35
H: 3.977 -2.166 2.447  0.46
H: 4.905 -4.398 2.955  0.40
H: 4.338 -5.511 5.084  0.39
H: 2.910 -4.361 6.736  0.39
H: 1.991 -2.108 6.218  0.44
H: -1.239 3.860 6.090  0.38
H: -1.773 5.941 4.841  0.43
H: -0.627 6.363 2.665  0.43
H: 0.882 4.593 1.759  0.49
C: -3.516 1.644 -3.673  -1.02
C: -2.324 2.599 -3.679  -1.05
N: -1.360 2.266 -2.640  0.16
C: -1.627 2.683 -1.381  -0.15
C: -0.824 2.459 -0.311  0.21
C: -1.420 2.780 1.051  -0.12
O: -2.174 3.732 1.149  -0.72
O: -1.155 1.931 1.965  -0.45
C: 0.462 1.856 -0.500  1.30
O: 1.393 1.857 0.330  -1.00
C: 0.626 1.211 -1.801  0.51
C: 1.674 0.307 -1.983  -0.76
C: 1.790 -0.388 -3.157  0.22
F: 2.817 -1.254 -3.313  -0.36
C: 0.863 -0.238 -4.201  -1.35
C: -0.167 0.673 -4.024  -0.27
C: -0.305 1.410 -2.841  -0.02
N: 0.873 -1.015 -5.375  0.28
C: 1.595 -2.272 -5.456  -0.76
C: 0.971 -3.093 -6.610  -0.65
N: -0.375 -2.526 -6.894  -0.12
C: -0.249 -1.175 -7.509  -0.73
C: 0.781 -0.384 -6.675  -0.73
H: -4.231 1.944 -4.436  0.40
H: -4.015 1.672 -2.706  0.35
H: -3.207 0.617 -3.860  0.29
H: -2.671 3.616 -3.492  0.47
H: -1.824 2.597 -4.647  0.49
H: -2.549 3.229 -1.230  0.65
H: 2.372 0.147 -1.172  0.62
H: -0.898 0.771 -4.811  0.64
H: 1.484 -2.805 -4.513  0.49
H: 2.666 -2.134 -5.652  0.44
H: 0.875 -4.142 -6.332  0.36
H: 1.565 -3.027 -7.521  0.33
H: -0.835 -2.407 -5.983  0.37
H: -0.937 -3.148 -7.478  0.34
H: -1.228 -0.699 -7.497  0.42
H: 0.070 -1.288 -8.544  0.37
H: 0.473 0.654 -6.576  0.46
H: 1.758 -0.395 -7.176  0.36
Br: -5.766 -2.380 2.616  -0.17
C: -4.064 -2.550 1.809  -0.11
C: -3.852 -3.504 0.820  -0.14
N: -2.684 -3.652 0.214  -0.67
C: -1.681 -2.861 0.567  -0.18
C: -1.801 -1.885 1.548  -0.04
C: -3.024 -1.719 2.186  -0.34
C: -0.681 -0.962 1.912  0.71
O: 0.063 -0.548 0.987  -0.74
O: -0.577 -0.609 3.099  -0.67
H: -4.647 -4.167 0.503  0.39
H: -0.739 -3.008 0.052  0.50
H: -3.137 -0.950 2.938  0.56

Output
Net charge ... +1
HOMO ... -9.4 eV
Orbital gap ... 6.12 eV
Total energy ... -138513.3982 eV
Lowest unoccupied orbital energy ... -0.1213 hartree

---

Formula: C36H33CoFN6O2Si
Source: the Open Molecules 2025 dataset
Level of theory: ωB97M-V/def2-TZVPD

Each line ends with the Mulliken charge.
CARTESIAN COORDINATES (ANGSTROEM)
Co: 0.228 -0.596 -0.286  -0.26
C: 3.091 -2.767 -1.219  -1.39
O: 1.775 -2.529 -0.763  0.15
C: 1.040 -3.633 -0.415  0.81
C: 1.543 -4.908 -0.227  -0.61
C: 0.681 -5.962 0.060  -0.74
C: -0.686 -5.751 0.152  -0.82
C: -1.201 -4.484 -0.023  -0.32
C: -0.350 -3.404 -0.295  0.44
N: -0.813 -2.139 -0.509  0.75
N: -2.099 -1.971 -0.554  -0.82
C: -2.649 -0.847 -0.999  -0.11
C: -1.857 0.163 -1.653  1.06
O: -0.581 -0.012 -1.856  -0.81
C: -2.507 1.350 -2.060  -0.71
C: -3.836 1.560 -1.815  -1.09
C: -4.636 0.584 -1.173  0.69
C: -5.994 0.805 -0.887  -1.02
C: -6.747 -0.163 -0.276  -0.56
C: -6.174 -1.388 0.076  -0.88
C: -4.846 -1.628 -0.171  -0.30
C: -4.050 -0.650 -0.791  1.19
H: 3.092 -3.534 -2.000  0.54
H: 3.742 -3.078 -0.396  0.42
H: 3.456 -1.832 -1.636  0.20
H: 2.600 -5.116 -0.298  0.47
H: 1.081 -6.955 0.198  0.42
H: -1.354 -6.574 0.361  0.42
H: -2.260 -4.290 0.045  0.33
H: -1.913 2.104 -2.557  0.51
H: -4.302 2.491 -2.105  0.40
H: -6.435 1.754 -1.157  0.41
H: -7.787 0.018 -0.054  0.39
H: -6.785 -2.146 0.542  0.43
H: -4.398 -2.566 0.119  0.34
C: -1.792 0.667 1.886  -0.77
Si: -0.675 -0.734 2.580  0.20
C: -1.694 -2.352 2.607  -0.89
C: -0.314 -0.247 4.395  -1.52
N: 0.707 -0.873 1.516  0.91
C: 2.008 -0.945 1.891  0.76
C: 2.450 -1.434 3.137  -1.03
C: 3.779 -1.419 3.499  -0.89
C: 4.753 -0.940 2.637  -0.56
C: 4.375 -0.510 1.376  -0.75
C: 3.044 -0.528 1.034  0.49
F: 2.712 -0.108 -0.233  -0.32
H: -2.837 0.377 1.929  0.43
H: -1.567 0.885 0.845  -0.11
H: -1.681 1.593 2.442  0.49
H: -2.223 -2.452 3.549  0.50
H: -1.075 -3.236 2.478  0.31
H: -2.430 -2.352 1.808  -0.05
H: -1.162 0.301 4.794  0.50
H: 0.563 0.381 4.500  0.40
H: -0.179 -1.119 5.025  0.37
H: 1.714 -1.825 3.818  0.47
H: 4.062 -1.785 4.476  0.41
H: 5.788 -0.918 2.935  0.42
H: 5.100 -0.155 0.661  0.47
N: 3.231 7.756 -5.829  -0.51
C: 2.935 7.035 -4.987  0.10
C: 2.585 6.121 -3.971  0.41
C: 2.030 4.883 -4.306  -1.23
C: 1.710 3.977 -3.322  -0.38
C: 1.932 4.277 -1.975  1.80
C: 2.480 5.517 -1.640  -0.46
C: 2.800 6.428 -2.625  -1.12
N: 1.571 3.349 -0.990  0.52
C: 1.590 3.500 0.376  -0.32
C: 1.068 2.361 0.908  -1.36
N: 0.734 1.507 -0.101  0.35
C: 1.044 2.122 -1.213  -0.73
H: 1.850 4.643 -5.342  0.45
H: 1.286 3.031 -3.610  0.37
H: 2.664 5.772 -0.608  0.36
H: 3.217 7.387 -2.356  0.45
H: 1.966 4.372 0.866  0.40
H: 0.910 2.107 1.937  0.34
H: 0.901 1.677 -2.172  0.40

Output
Net charge ... 0
HOMO (alpha / beta) ... -6.8 / -6.8 eV
Orbital gap (alpha / beta) ... 5.81 / 5.76 eV
Total energy ... -99125.8806 eV
Lowest unoccupied orbital energy (alpha / beta) ... -0.0381 / -0.0377 hartree
Multiplicity ... 2